18
Properties=species:S:1:pos:R:3 method="wB97M-V/def2-TZVPD" de_lowest_ev=0.000 smiles="C[C@@H](O)[C@@H]([C@H](O)Br)[N+](=O)[O-]" multiplicity=1 orbital_gap_ev=10.277 total_energy_ev=-83996.3219
C 0.313 -0.629 -1.472
C 0.098 0.349 -0.308
O -1.225 0.935 -0.267
C 0.501 -0.181 1.047
C -0.291 0.674 2.382
O -1.637 0.625 2.314
Br 0.459 2.521 2.218
N -0.006 -1.578 1.182
O 0.574 -2.302 1.914
O -1.031 -1.926 0.595
H -0.528 -1.324 -1.618
H 0.368 -0.022 -2.357
H 1.261 -1.016 -1.364
H 0.661 1.236 -0.550
H -1.909 0.450 -0.709
H 1.501 -0.239 1.350
H -0.045 0.483 3.461
H -1.718 0.674 1.306


15
Properties=species:S:1:pos:R:3 method="wB97M-V/def2-TZVPD" de_lowest_ev=1.208 smiles="OPCC/C=C/Br" multiplicity=1 orbital_gap_ev=9.530 total_energy_ev=-85654.9947
O -1.564 1.545 -1.087
P -1.346 1.401 0.504
C -1.100 -0.415 0.675
C 0.053 -1.034 -0.100
C 1.268 -0.158 -0.091
C 2.513 -0.534 -0.494
Br 4.039 0.453 -0.087
H -1.800 2.474 -1.242
H -2.728 1.329 0.796
H -2.026 -0.809 0.532
H -0.977 -0.464 1.702
H 0.122 -2.046 0.324
H -0.323 -0.969 -1.126
H 1.125 0.778 0.496
H 2.744 -1.551 -0.802


14
Properties=species:S:1:pos:R:3 method="wB97M-V/def2-TZVPD" de_lowest_ev=0.583 smiles=CC(C)(Cl)CCl multiplicity=1 orbital_gap_ev=11.490 total_energy_ev=-29322.5319
C 0.013 -0.124 1.488
C -0.166 0.435 0.027
C -1.229 -0.452 -0.625
Cl -0.708 2.182 0.008
C 1.136 0.176 -0.732
Cl 2.603 0.957 0.003
H -0.910 -0.312 1.994
H 0.576 -1.035 1.308
H 0.651 0.658 1.915
H -1.119 -0.425 -1.766
H -1.096 -1.539 -0.413
H -2.239 -0.179 -0.551
H 1.380 -0.915 -0.853
H 1.108 0.573 -1.804


no.,F_max (eV Å⁻¹)
1,4.21
2,3.18
3,3.64